{
  "formula": "C2HBrCl2O",
  "method": "ωB97M-V/def2-TZVPD",
  "elements": ["O", "C", "C", "Cl", "Br", "Cl", "H"],
  "positions_angstrom": [[0.75796, -0.44285, -2.11471], [0.76566, -0.24427, -0.97781], [0.90939, 0.05636, 0.27355], [1.24061, -1.22069, 1.37338], [0.53618, 1.89726, 0.75219], [-2.21266, -0.60826, 0.61396], [-1.99714, 0.56244, 0.07944]],
  "forces_ev_per_a": [[-0.3, -0.2, -0.2], [0.5, 0.3, -1.1], [-0.1, 0.8, 1.2], [0.0, 0.4, 0.2], [0.3, -1.2, -0.1], [-0.1, 0.6, -0.3], [-0.2, -0.6, 0.3]],
  "homo_ev": -9.18,
  "e_lumo_ha": -0.01937
}

---

{
  "formula": "C2HBrF3N",
  "method": "ωB97M-V/def2-TZVPD",
  "elements": ["F", "C", "F", "F", "N", "C", "Br", "H"],
  "positions_angstrom": [[1.27573, 0.00047, 1.67655], [0.38325, 0.53359, 0.91204], [-0.33000, 1.43488, 1.59072], [1.23088, 1.27877, 0.08287], [-0.42392, -0.38798, 0.23163], [-0.55181, -0.62286, -1.01229], [-1.63968, -2.01003, -1.53689], [0.05555, -0.22684, -1.94462]],
  "forces_ev_per_a": [[0.2, -1.8, 1.9], [1.2, 2.2, -2.5], [-0.3, -0.6, -0.1], [-1.1, 0.2, -0.6], [-0.8, -0.4, -0.9], [2.5, 1.3, 0.3], [-0.7, -0.6, -0.3], [-1.2, -0.2, 2.2]],
  "homo_ev": -11.24,
  "e_lumo_ha": -0.00193
}